(1)
{
  "formula": "C16H16AsMnN4O7S5",
  "method": "ωB97M-V/def2-TZVPD",
  "elements": ["Mn", "S", "As", "S", "S", "S", "O", "C", "O", "C", "C", "N", "N", "C", "C", "O", "O", "H", "H", "H", "C", "C", "N", "C", "C", "N", "H", "H", "H", "H", "H", "H", "C", "C", "C", "C", "C", "C", "C", "S", "O", "O", "O", "H", "H", "H", "H", "H", "H", "H"],
  "coordinates": [[-1.206672, 0.009192, 0.995059], [-0.506922, 2.534487, 5.772223], [-1.280421, 1.002150, 4.518808], [0.290730, 0.348596, 2.621579], [1.184266, 1.945750, 1.820856], [-1.436845, -0.742468, 5.702601], [-1.424771, 0.061085, -4.783701], [-0.192269, 0.356619, -4.435025], [0.694935, 0.466399, -5.261861], [0.077235, 0.579196, -3.001391], [1.306770, 0.921738, -2.458492], [1.156004, 1.000147, -1.131225], [-0.101033, 0.731470, -0.770487], [-0.779239, 0.462047, -1.880304], [-2.228897, 0.116699, -1.715621], [-2.957795, 0.083745, -2.728052], [-2.609608, -0.023941, -0.532796], [-2.070881, 0.015816, -3.979707], [2.241470, 1.095138, -2.951266], [1.793846, 1.284916, -0.386199], [-2.064653, 3.362563, 0.499575], [-3.015933, 2.430121, 1.149728], [-2.687123, 1.344890, 1.820541], [-3.853864, 0.797132, 2.282337], [-4.900363, 1.564860, 1.880213], [-4.358368, 2.602044, 1.168060], [-1.048894, 3.090687, 0.802818], [-2.272152, 4.391044, 0.792296], [-2.137350, 3.285580, -0.585631], [-3.846436, -0.093456, 2.883953], [-5.955252, 1.475855, 2.039832], [-4.860302, 3.326293, 0.683660], [5.666140, -1.891972, 0.129883], [4.168215, -1.993741, 0.039554], [3.380874, -1.947027, 1.183399], [2.008208, -2.114123, 1.104829], [1.413642, -2.299713, -0.125112], [2.176289, -2.339607, -1.274253], [3.550090, -2.191451, -1.191035], [-0.347364, -2.639475, -0.249152], [-0.446460, -4.083203, -0.171614], [-0.782939, -2.071219, -1.510901], [-0.943080, -1.982814, 0.939278], [5.966602, -1.406981, 1.054841], [6.071557, -1.331786, -0.711390], [6.108708, -2.890128, 0.116582], [3.845712, -1.794426, 2.145720], [1.391508, -2.107502, 1.989484], [1.670327, -2.497961, -2.214521], [4.152760, -2.243268, -2.087976]],
  "forces_ev_per_a": [[-0.9, 0.6, -0.5], [-0.1, 0.1, -0.6], [0.8, 0.1, 1.1], [0.0, -0.3, 1.0], [0.5, 0.8, 0.1], [-0.3, -0.2, -0.5], [-0.4, -0.1, 0.2], [0.2, 0.2, -0.2], [0.0, 0.0, 0.0], [-0.2, 0.0, 0.4], [-0.3, -0.1, 0.0], [-0.2, -0.1, -0.3], [-0.4, -0.2, -0.2], [0.7, 0.4, 0.0], [0.0, 0.3, -0.4], [0.2, -0.2, -0.1], [-0.1, 0.0, 0.7], [0.2, 0.2, -0.2], [0.2, 0.1, -0.1], [-0.2, -0.1, 0.1], [0.1, -0.2, -0.1], [0.2, 0.1, 0.1], [0.1, 0.1, -0.7], [-0.4, 0.1, 0.0], [-0.2, -0.4, 0.3], [0.3, 0.1, -0.1], [-0.1, 0.1, 0.0], [0.0, 0.1, 0.1], [0.0, 0.0, -0.1], [-0.1, -0.1, 0.0], [-0.2, 0.0, 0.0], [0.1, 0.0, 0.1], [-0.1, -0.1, 0.0], [0.0, 0.0, 0.0], [0.0, -0.1, -0.1], [0.0, 0.0, 0.2], [-0.6, -0.1, 0.0], [0.0, 0.0, -0.2], [-0.1, 0.0, 0.0], [0.5, -1.0, -0.7], [-0.1, 0.3, 0.2], [0.2, -0.4, 0.3], [0.0, 0.0, 0.1], [0.1, 0.1, 0.1], [0.1, 0.0, 0.0], [0.1, 0.0, 0.0], [0.0, 0.1, 0.1], [0.0, 0.1, 0.1], [0.0, 0.0, -0.2], [0.1, 0.0, -0.1]],
  "mulliken_charge": [1.076, -0.574, 0.189, -0.170, -0.540, -0.586, -0.577, 0.457, -0.699, 0.395, -0.936, 0.024, 0.661, -0.383, 1.193, -0.895, -0.547, 0.428, 0.523, -0.088, -1.022, 0.388, 0.304, -0.524, -0.675, -0.041, -0.058, 0.483, 0.219, 0.459, 0.417, 0.188, -1.495, 1.210, -0.880, -0.789, 0.280, -0.570, -0.787, 1.258, -0.767, -0.592, -0.838, 0.367, 0.355, 0.293, 0.351, 0.707, 0.452, 0.355],
  "total_energy_ha": -6742.9698,
  "multiplicity": 5,
  "relative_energy_ev": 3.311,
  "gap_ev": [5.8, 5.5],
  "total_charge": -2
}


(2)
{
  "formula": "C2H5N2OP",
  "method": "ωB97M-V/def2-TZVPD",
  "elements": ["C", "C", "N", "N", "O", "P", "H", "H", "H", "H", "H"],
  "coordinates": [[0.989375, -0.141572, -0.119341], [-0.040861, 0.979187, -0.570474], [-0.969921, -0.985011, 0.993389], [0.236547, -1.114058, 0.784799], [0.903840, -2.075129, 1.199974], [-1.668635, 0.632245, 0.371144], [1.681231, -0.625638, -0.846356], [1.575446, 0.425228, 0.577874], [0.179369, 2.013012, -0.272070], [-0.237157, 0.910442, -1.609591], [-2.649235, -0.018706, -0.509347]],
  "forces_ev_per_a": [[-1.0, 2.2, 0.5], [-0.6, -1.3, 0.5], [-2.1, 2.1, 0.0], [1.2, -0.8, -1.3], [0.2, 0.3, 0.0], [1.0, -2.3, 0.6], [-1.1, 0.1, 0.5], [0.9, -0.2, 0.4], [0.5, -0.5, -0.2], [-0.1, 0.2, -1.1], [1.1, 0.4, 0.1]],
  "mulliken_charge": [-0.421, -0.652, -0.601, 0.925, -0.669, 0.084, 0.342, 0.249, 0.339, 0.338, 0.065],
  "total_energy_ha": -605.1911,
  "relative_energy_ev": 3.298,
  "gap_ev": 9.7,
  "total_charge": 0
}


(3)
{
  "formula": "C22H73N23O13",
  "method": "ωB97M-V/def2-TZVPD",
  "elements": ["C", "C", "C", "O", "C", "N", "H", "H", "H", "H", "H", "H", "H", "H", "H", "H", "H", "C", "C", "C", "O", "C", "N", "H", "H", "H", "H", "H", "H", "H", "H", "H", "H", "H", "C", "C", "C", "O", "C", "N", "H", "H", "H", "H", "H", "H", "H", "H", "H", "H", "H", "C", "O", "N", "N", "H", "H", "H", "H", "C", "O", "N", "N", "H", "H", "H", "H", "C", "O", "N", "N", "H", "H", "H", "H", "C", "O", "N", "N", "H", "H", "H", "H", "C", "O", "N", "N", "H", "H", "H", "H", "C", "O", "N", "N", "H", "H", "H", "H", "C", "O", "N", "N", "H", "H", "H", "H", "C", "O", "N", "N", "H", "H", "H", "H", "C", "O", "N", "N", "H", "H", "H", "H", "C", "O", "N", "N", "H", "H", "H", "H"],
  "coordinates": [[-1.920330, -0.347114, -0.722642], [-0.363800, -0.234054, -1.000902], [0.563480, 0.213956, 0.059438], [1.879540, 0.358666, -0.469332], [2.804170, 0.540766, 0.602008], [-0.005880, -1.564144, -1.307252], [-2.095180, -1.095864, 0.049948], [-2.480720, -0.666364, -1.601362], [-2.302500, 0.633506, -0.439042], [-0.257820, 0.353756, -1.912682], [0.551760, -0.526464, 0.859278], [0.156650, 1.157486, 0.423238], [2.880410, 1.570976, 0.949788], [3.781300, 0.295186, 0.186068], [2.717300, -0.118864, 1.465398], [-0.181460, -2.118444, -0.481412], [0.999960, -1.478334, -1.339142], [-1.749650, -0.517374, 3.493108], [-0.750640, 0.219396, 4.399288], [0.731840, -0.121774, 4.007978], [1.538010, 0.690506, 4.808318], [2.927220, 0.684606, 4.513978], [-0.982240, 1.611276, 4.080918], [-1.684870, -1.605444, 3.497208], [-1.610500, -0.358494, 2.423768], [-2.801540, -0.281424, 3.654198], [-0.907270, -0.024704, 5.449988], [0.953430, 0.025146, 2.950908], [1.175030, -1.111124, 4.121428], [3.115660, 0.909606, 3.464238], [3.400970, -0.271504, 4.736498], [3.415440, 1.487646, 5.066118], [-0.247940, 2.187006, 4.467488], [-1.770230, 1.866486, 4.658878], [-4.882230, 4.053776, -2.890132], [-3.800340, 4.225116, -1.816852], [-4.197910, 5.210976, -0.652972], [-5.460570, 4.842146, -0.024962], [-5.825160, 5.677366, 1.125578], [-3.572120, 2.914976, -1.264932], [-4.675930, 3.263616, -3.612072], [-4.952170, 4.981526, -3.458012], [-5.905620, 3.927726, -2.536722], [-2.828880, 4.580936, -2.160012], [-4.280820, 6.239356, -1.004632], [-3.547820, 5.151586, 0.219918], [-5.066000, 5.417686, 1.863378], [-6.812290, 5.315916, 1.413708], [-5.771810, 6.760146, 1.012308], [-4.356870, 2.519416, -0.767152], [-3.490980, 2.313926, -2.072562], [3.279740, -2.376764, -2.177502], [3.356470, -2.781204, -1.059202], [3.406330, -1.144674, -2.518912], [2.795220, -3.035684, -3.164482], [3.537610, -0.989914, -3.508312], [3.407410, -0.527214, -1.719642], [2.464470, -3.964404, -2.944992], [2.707400, -2.605714, -4.074162], [1.784790, 3.104486, -2.737422], [1.720010, 3.950576, -3.545592], [1.926450, 3.341786, -1.469702], [1.782250, 1.858876, -2.972142], [2.111630, 4.314596, -1.271112], [2.224460, 2.546406, -0.923202], [1.816210, 1.559576, -3.936182], [1.816660, 1.206236, -2.202092], [6.569150, 0.863036, 2.592238], [5.546150, 0.203286, 2.601128], [6.647270, 2.084366, 2.989838], [7.732910, 0.518536, 2.102598], [5.802510, 2.631566, 3.073808], [7.563340, 2.508276, 3.024728], [8.558930, 1.042096, 2.354938], [7.853910, -0.433864, 1.788918], [-4.035530, -3.303634, -2.699422], [-4.517510, -3.102594, -1.609152], [-3.903200, -2.361434, -3.475222], [-3.611680, -4.470714, -3.124952], [-4.234440, -1.429154, -3.272132], [-3.383300, -2.550604, -4.320222], [-3.784570, -5.221374, -2.471712], [-3.260620, -4.650324, -4.054792], [-1.116070, -3.796124, 1.067208], [-0.113050, -3.115054, 1.084708], [-1.585280, -4.635784, 1.941278], [-1.939030, -3.754644, 0.051058], [-2.295490, -5.239384, 1.552218], [-1.023120, -4.896524, 2.738828], [-2.812730, -4.261254, 0.040828], [-1.766350, -3.171484, -0.755302], [-5.828470, 0.244756, -1.419852], [-5.674770, -0.020894, -2.579102], [-5.497670, -0.493374, -0.456642], [-6.486790, 1.296666, -1.010152], [-4.821450, -1.200304, -0.707802], [-5.666890, -0.205834, 0.496668], [-6.547880, 2.048166, -1.682172], [-6.932790, 1.280446, -0.104102], [-0.783980, 3.574936, 0.794088], [0.236470, 3.826126, 1.461418], [-0.952150, 3.353996, -0.472362], [-1.907760, 3.319306, 1.395178], [-0.075670, 3.230836, -0.958892], [-1.909500, 3.246216, -0.775612], [-1.808080, 3.275326, 2.399278], [-2.722870, 3.091806, 0.843878], [-0.044760, -1.742274, -5.081112], [-0.156980, -1.799794, -6.297062], [0.739100, -0.989814, -4.338582], [-0.719140, -2.475334, -4.285912], [1.476430, -0.450684, -4.769592], [0.675540, -1.143424, -3.342352], [-0.735290, -2.323374, -3.287542], [-1.407180, -3.119994, -4.648012], [2.697980, -3.547094, 2.986638], [1.856840, -4.090074, 3.603568], [3.900950, -3.375434, 3.392708], [2.451480, -3.035344, 1.853098], [4.177280, -3.775794, 4.277838], [4.568920, -2.969734, 2.752918], [3.124250, -2.598934, 1.239068], [1.458350, -3.067394, 1.672078], [6.519660, -2.758914, 0.878468], [7.592450, -2.438134, 1.406768], [5.599080, -1.860764, 0.691398], [6.139750, -3.946554, 0.472238], [4.718410, -2.232394, 0.365188], [5.721690, -0.945914, 1.101428], [6.731000, -4.761884, 0.548098], [5.213090, -4.093994, 0.098528]],
  "forces_ev_per_a": [[1.3, 1.2, 0.5], [-2.8, -0.3, -1.0], [-1.3, 1.4, 0.9], [-0.3, -0.2, 1.0], [1.5, 0.0, -0.4], [1.0, -1.5, -1.8], [-0.1, 0.2, 0.2], [0.4, 0.0, -0.3], [-0.2, -0.1, 0.3], [0.1, 0.5, 0.0], [0.2, 0.0, 0.2], [0.6, 0.3, 0.5], [-0.5, 0.2, 0.1], [0.2, 0.1, -0.1], [-0.7, -0.2, -0.2], [0.3, -0.4, 0.3], [0.6, -1.0, -0.2], [0.0, -1.3, -0.5], [0.8, -1.4, -2.0], [0.3, -0.2, 0.1], [0.7, 1.3, 0.7], [-0.4, 0.1, -0.4], [-0.1, 0.9, 0.7], [0.1, -0.3, 0.7], [0.5, 0.8, 0.0], [0.0, 0.3, 0.5], [0.1, -0.1, 0.1], [-0.5, 0.8, -0.4], [-1.2, -0.9, 0.5], [-0.1, -0.1, -0.2], [0.0, -0.2, 0.1], [-0.2, -0.1, 0.3], [0.5, 0.0, -0.1], [-0.5, 0.3, -0.1], [0.0, 1.8, -0.7], [-1.9, 0.4, 1.5], [-1.2, -0.6, 0.6], [-0.6, 0.8, -0.7], [1.2, -1.7, -0.7], [0.5, -1.1, 0.4], [0.3, -0.1, 0.2], [0.0, 0.1, -0.3], [0.2, -0.2, 0.6], [-0.2, 0.2, -0.5], [0.2, 0.1, -0.2], [1.1, 0.2, -0.6], [-0.2, 0.1, 0.6], [0.1, 0.3, 0.1], [-0.2, 0.0, -0.7], [-0.5, 0.4, 0.2], [0.3, -0.5, 0.0], [-1.0, 0.0, 0.4], [0.6, -1.5, 3.7], [1.5, 4.4, -0.2], [-1.2, -4.4, -3.2], [0.1, 1.2, 0.7], [0.5, 0.7, -0.8], [0.1, 0.0, -0.7], [-0.5, -0.7, 0.2], [0.6, 1.3, 0.5], [-0.5, 3.8, -3.9], [0.3, 1.3, 4.0], [-0.2, -6.4, -2.3], [0.1, -0.4, 0.7], [0.1, 0.9, 0.7], [-0.2, 0.0, 0.4], [0.0, -0.3, -0.4], [-0.6, -1.1, -0.6], [-1.1, -0.7, -0.3], [-0.8, 4.9, 2.2], [2.8, -2.5, -1.4], [0.4, 0.0, 0.3], [-0.7, 0.5, 0.0], [-0.2, -0.3, -0.3], [0.2, -0.5, 0.1], [-1.1, -2.2, 3.5], [-1.0, -0.8, 3.4], [1.8, 6.0, -6.5], [0.9, -3.5, 0.0], [-0.3, 0.1, 0.1], [-0.4, 0.8, -0.1], [0.2, -0.1, -0.5], [-0.3, -0.1, 0.4], [0.3, 0.7, -1.0], [1.0, 0.9, 0.7], [-0.2, -2.1, 3.0], [-2.2, 0.5, -3.7], [0.3, -0.3, 1.0], [-0.1, -0.1, -0.1], [0.1, 0.4, -0.1], [0.0, -0.1, 0.2], [-1.7, 1.0, -1.7], [1.5, -0.3, -3.2], [2.6, -4.2, 4.3], [-1.8, 3.7, 0.3], [-0.3, -0.8, 0.6], [0.5, -0.3, -0.3], [-0.7, 0.0, 0.5], [0.1, 0.7, -0.4], [2.2, -0.1, 2.5], [0.1, 0.0, -1.2], [2.4, 0.5, -3.3], [-3.1, 0.2, 3.1], [-0.4, 0.3, -0.8], [0.2, -0.6, -0.8], [-0.7, -0.2, -0.1], [0.0, -0.2, 0.7], [0.4, 0.6, -3.3], [0.6, 0.4, -0.5], [2.7, 2.7, 0.4], [-4.3, -4.4, 3.0], [-0.4, 0.0, 0.2], [0.5, 0.4, -0.1], [0.1, -0.1, 0.2], [0.4, 0.3, -0.1], [0.7, 0.1, 0.4], [-4.0, -2.9, 3.5], [5.2, 0.3, 2.1], [-1.4, 2.3, -5.1], [0.1, 0.1, -0.4], [0.2, 0.0, 0.6], [-0.6, -0.2, 0.2], [0.1, 0.2, -0.9], [2.4, 1.3, 1.4], [0.5, -0.8, -0.1], [-2.5, 1.7, -0.8], [-0.1, -3.6, -0.8], [-0.1, 1.0, -0.4], [-0.5, -0.1, 0.3], [0.0, 0.4, 0.1], [0.2, 0.0, 0.0]],
  "mulliken_charge": [-1.694, 1.640, -0.839, 1.840, -0.923, 0.389, 0.180, 0.348, 0.207, 0.549, 0.197, -0.718, 0.470, 0.527, -0.146, -0.459, -0.670, -1.366, 0.030, 0.332, -0.501, -0.441, -0.446, 0.341, 0.117, 0.504, 0.424, -0.654, 0.539, 0.012, 0.289, 0.387, 0.237, 0.262, -1.391, 0.222, -0.799, -0.332, -0.777, -0.504, 0.400, 0.454, 0.294, 0.431, 0.455, 0.484, 0.325, 0.224, 0.291, 0.201, 0.065, 0.407, -0.609, -0.154, -0.339, 0.293, -0.261, 0.238, 0.138, 0.687, -0.717, -0.441, 0.061, 0.142, 0.044, 0.062, -0.484, 0.558, -0.620, -0.371, -0.332, 0.236, 0.135, 0.161, 0.186, 0.591, -0.718, -0.119, -0.377, 0.085, 0.155, 0.246, 0.170, 0.283, -0.841, -0.371, -0.080, 0.166, 0.293, 0.221, -0.119, 0.905, -0.707, -0.238, -0.424, -0.080, 0.221, 0.180, 0.159, 0.399, -0.766, 0.124, -0.182, 0.152, 0.086, 0.168, 0.015, 0.292, -0.761, 0.021, -0.096, 0.184, 0.128, 0.171, 0.077, 0.702, -0.728, -0.249, 0.492, 0.239, 0.079, 0.099, -0.077, 0.756, -0.819, 0.299, -0.205, -0.738, 0.130, 0.207, 0.172],
  "total_energy_ha": -3119.7056,
  "relative_energy_ev": 6.049,
  "gap_ev": 9.2,
  "total_charge": 0
}